Record 1
{"formula": "C3H9N3O", "method": "the ωB97M-V functional and the def2-TZVPD basis", "species": ["C", "C", "O", "N", "H", "H", "H", "H", "H", "N", "C", "N", "H", "H", "H", "H"], "coordinates": [[1.36838, 0.67551, -1.23176], [0.99473, 1.04067, 0.19937], [-1.18183, 1.62431, -0.51149], [-0.41448, 0.99919, 0.53651], [-1.73984, 2.26856, -0.05727], [1.31746, 2.05944, 0.43337], [0.80511, 1.28275, -1.93450], [1.14499, -0.37302, -1.40646], [2.42687, 0.85518, -1.39280], [-0.90252, -2.57412, 0.65346], [-0.28550, -1.43825, 0.33294], [-0.91470, -0.34323, 0.71990], [-0.48644, -3.44943, 0.38615], [-1.80185, -2.61925, 1.14024], [-1.79955, -0.33710, 1.23878], [1.46915, 0.32879, 0.89356]], "relative_energy_kj_mol": 419.6, "largest_force_ev_per_a": 1.6, "homo_energy_ha": -0.309, "e_lumo_ev": 0.9831}

Record 2
{"formula": "C6H14LaO4", "method": "the ωB97M-V functional and the def2-TZVPD basis", "species": ["C", "O", "C", "C", "O", "C", "C", "O", "C", "La", "H", "H", "H", "H", "H", "H", "H", "H", "H", "H", "H", "H", "H", "O", "H"], "coordinates": [[2.31905, 2.13017, -0.37996], [2.16314, 0.74803, -0.46987], [2.13985, 0.09656, 0.81334], [1.66288, -1.31756, 0.63317], [0.21480, -1.38549, 0.80774], [-0.56515, -1.18158, -0.38212], [-1.72551, -0.28325, -0.03938], [-1.20369, 0.91011, 0.54162], [-2.15717, 1.94948, 0.68971], [0.33536, 0.52779, 2.35823], [2.33325, 2.54377, -1.39798], [1.48664, 2.59597, 0.18422], [3.26340, 2.40541, 0.12617], [3.16804, 0.08884, 1.22293], [2.07818, -1.95683, 1.42439], [1.90752, -1.76860, -0.34439], [-0.94369, -2.14213, -0.77050], [0.06664, -0.69230, -1.13688], [-2.41229, -0.76530, 0.67615], [-2.29060, -0.03688, -0.95063], [-1.65341, 2.79164, 1.17776], [-2.52478, 2.26152, -0.29806], [-3.00160, 1.61466, 1.31082], [-2.25281, -4.16071, -2.65334], [-2.40806, -4.97334, -3.14314]], "relative_energy_kj_mol": 156.6, "spin_multiplicity": 2, "s_squared": 0.7511, "largest_force_ev_per_a": 1.3, "homo_energy_ha": [-0.159, -0.159], "e_lumo_ev": [-1.4779, -1.8680]}

Record 3
{"formula": "C10H15N3S", "method": "the ωB97M-V functional and the def2-TZVPD basis", "species": ["C", "S", "C", "C", "C", "N", "C", "C", "C", "N", "C", "C", "C", "N", "H", "H", "H", "H", "H", "H", "H", "H", "H", "H", "H", "H", "H", "H", "H"], "coordinates": [[-0.11745, 3.84708, 0.58102], [0.99245, 2.44549, 0.83465], [-0.00293, 0.95506, 1.39610], [-0.33305, -0.03418, 0.26233], [-1.60624, 0.34169, -0.35819], [-2.65085, 0.58450, -0.75533], [-0.37233, -1.51556, 0.78438], [-1.50014, -1.82811, 1.75250], [-0.46598, -2.45242, -0.41001], [0.66347, -0.02066, -0.83802], [1.96053, -0.24188, -0.73632], [2.44879, -0.24529, -2.03554], [1.32565, -0.01089, -2.86037], [0.25905, 0.13883, -2.08625], [0.32762, 4.60966, -0.07444], [-0.56483, 4.34783, 1.44548], [-1.02059, 3.47546, 0.10084], [-0.92729, 1.39032, 1.88699], [0.61667, 0.48284, 2.23131], [0.46864, -1.52423, 1.45285], [-2.43686, -1.66139, 1.27122], [-1.40201, -2.85054, 2.04138], [-1.50874, -1.14328, 2.55705], [-1.22218, -2.08570, -1.22064], [-0.65394, -3.49533, -0.07178], [0.40353, -2.61454, -1.09727], [2.47684, -0.38417, 0.27709], [3.55582, -0.38449, -2.36302], [1.28634, -0.12612, -3.96806]], "relative_energy_kj_mol": 232.4, "largest_force_ev_per_a": 2.7, "smiles": "CSC[C@](C#N)(C(C)C)n1cccn1", "homo_energy_ha": -0.327, "e_lumo_ev": 0.6272}

Record 4
{"formula": "C3H2BaFO2", "method": "the ωB97M-V functional and the def2-TZVPD basis", "species": ["O", "O", "C", "C", "C", "H", "H", "F", "Ba"], "coordinates": [[-0.73074, -1.62220, 0.05803], [1.81891, 2.40923, -1.34649], [-1.89996, -1.48717, -0.36946], [-2.57094, -0.24186, -0.27389], [1.96370, 1.59600, -0.58690], [-2.46383, -2.33190, -0.78728], [-3.51972, -0.01620, -0.76228], [-2.16265, 0.60778, 0.61695], [1.33188, -0.66372, 1.20029]], "relative_energy_kj_mol": 11.9, "spin_multiplicity": 2, "s_squared": 0.7562, "largest_force_ev_per_a": 1.5, "charge": 2, "homo_energy_ha": [-0.647, -0.709], "e_lumo_ev": [-8.3662, -9.6522]}

Record 5
{"formula": "C2HCl2NS2", "method": "the ωB97M-V functional and the def2-TZVPD basis", "species": ["Cl", "C", "N", "S", "S", "C", "Cl", "H"], "coordinates": [[-0.93513, -2.21429, -0.36635], [0.05248, -0.81478, -0.20058], [1.29726, -0.87493, -0.39524], [2.21488, 0.46484, -0.38681], [0.64702, 1.85730, -0.08475], [-0.63989, 0.42839, 0.14174], [-1.08486, 0.33285, 1.85474], [-1.55176, 0.82062, -0.56275]], "relative_energy_kj_mol": 0.0, "largest_force_ev_per_a": 4.1, "smiles": "ClC1=NSS[C@@H]1Cl", "homo_energy_ha": -0.317, "e_lumo_ev": -0.0293}

Question: Which formula does entry 4 have?
Answer: C3H2BaFO2

Question: Number 5 is which compound?
Answer: C2HCl2NS2